{
  "formula": "C18H42",
  "method": "ωB97M-V/def2-TZVPD",
  "elements": ["C", "C", "C", "C", "C", "C", "H", "H", "H", "H", "H", "H", "H", "H", "H", "H", "H", "H", "H", "H", "C", "C", "C", "C", "C", "C", "H", "H", "H", "H", "H", "H", "H", "H", "H", "H", "H", "H", "H", "H", "C", "C", "C", "C", "C", "C", "H", "H", "H", "H", "H", "H", "H", "H", "H", "H", "H", "H", "H", "H"],
  "coordinates": [[3.52095, 3.69363, -2.00880], [2.61895, 2.38063, -2.00580], [3.34695, 1.05363, -2.04780], [3.93195, 0.63763, -0.63080], [4.66595, -0.81637, -0.86480], [5.25895, -1.36937, 0.44820], [4.24195, 3.72963, -2.80080], [3.93395, 3.42163, -1.17480], [3.04795, 4.70863, -1.93780], [2.14695, 2.26463, -2.89280], [1.99095, 2.29163, -1.28980], [4.18595, 0.92963, -2.97580], [2.50795, 0.43463, -2.32080], [3.12195, 0.37163, 0.20620], [4.67895, 1.27663, -0.25380], [5.46295, -0.54237, -1.52780], [4.02995, -1.48637, -1.25880], [4.40995, -1.87037, 0.98820], [6.00195, -0.72437, 1.06920], [5.66895, -2.27037, 0.06920], [1.24895, -2.80837, -0.01780], [1.05495, -2.62737, -1.65180], [-0.24805, -3.22637, -2.16580], [-1.53905, -2.77237, -1.71180], [-2.73505, -3.63337, -2.32980], [-4.03905, -3.27137, -1.86080], [2.17795, -2.48137, 0.28420], [0.94695, -3.78637, 0.23720], [0.40595, -2.22737, 0.22420], [1.99795, -2.94537, -2.01880], [1.05995, -1.61837, -1.81580], [-0.23305, -4.24337, -2.03880], [-0.22205, -3.11537, -3.24780], [-1.68105, -1.67137, -1.97180], [-1.88105, -2.92637, -0.59280], [-2.53605, -4.60237, -1.88980], [-2.79105, -3.62837, -3.35580], [-4.48805, -2.32337, -1.93180], [-4.17805, -3.42737, -0.92780], [-4.78205, -3.95337, -2.35280], [-5.12705, 3.99563, 3.66620], [-3.67305, 3.59163, 3.66220], [-3.54005, 2.43063, 2.69920], [-2.13405, 1.83763, 2.88520], [-1.81505, 0.83163, 1.74120], [-0.36105, 0.42063, 1.58320], [-5.13105, 4.83563, 4.51420], [-5.97105, 3.39763, 3.91220], [-5.26905, 4.46163, 2.69120], [-3.64905, 3.06863, 4.78620], [-3.05805, 4.33563, 3.43820], [-3.94605, 2.59763, 1.69620], [-4.21005, 1.49663, 2.95520], [-2.35005, 1.37863, 3.78320], [-1.49505, 2.84763, 2.87820], [-2.13105, 1.24863, 0.83620], [-2.41605, -0.06737, 1.75720], [-0.30605, -0.11337, 2.57320], [0.55895, 0.84263, 1.62220], [-0.28905, -0.26337, 0.66520]],
  "forces_ev_per_a": [[-3.624, 0.139, -2.997], [5.743, 1.809, -4.822], [2.573, -0.102, 0.334], [-1.759, -4.442, -1.129], [1.763, 5.483, 3.280], [-0.939, -0.149, 0.044], [0.268, -0.308, -0.526], [3.498, -0.094, 5.073], [-0.010, -1.221, 0.049], [-2.312, 0.624, -2.832], [-4.279, 0.135, 5.063], [-2.127, 0.523, 2.685], [0.164, -1.134, 0.035], [1.364, 1.179, -1.889], [0.685, 1.046, 0.490], [0.483, -0.364, -0.683], [-2.262, -2.291, -1.573], [0.668, 1.255, 0.474], [-1.607, -1.202, -1.175], [1.661, -0.924, 0.113], [-2.801, 0.091, -4.304], [0.105, -1.832, 3.592], [2.511, 0.555, -1.260], [-4.489, 1.683, 1.611], [3.164, 1.009, 1.952], [-2.959, -0.410, -4.521], [1.771, 0.661, 0.945], [0.373, -1.389, 0.435], [-0.530, 1.134, 1.566], [0.402, -1.027, -1.305], [-0.134, 2.909, -0.403], [0.350, -2.868, 0.447], [-0.118, 0.142, -0.361], [-0.038, -1.152, 0.497], [1.613, 0.651, -1.625], [0.114, -0.680, -0.635], [0.724, -0.321, -2.585], [0.175, 1.843, -1.063], [-0.564, -1.519, 6.737], [0.399, 0.488, 0.284], [0.838, 4.743, 1.371], [-5.135, -7.164, 3.641], [-0.894, -2.729, 0.378], [-0.053, 2.638, -3.838], [0.997, 1.971, 0.430], [-2.503, -4.673, 0.759], [-0.576, -1.208, -1.956], [0.004, -1.355, 0.091], [-0.720, 0.323, 0.056], [1.247, 1.673, -2.622], [2.722, 3.237, -0.400], [0.814, 0.690, -0.259], [0.570, 1.945, 0.145], [1.176, -0.906, 2.366], [-0.406, -2.811, 0.344], [-0.634, 1.230, -1.507], [-0.053, -0.380, 0.716], [0.619, -0.852, -1.095], [2.093, 3.278, -0.234], [-0.125, 0.419, 1.594]],
  "nbo_charge": [-0.609, -0.380, -0.371, -0.406, -0.369, -0.630, 0.202, 0.194, 0.207, 0.187, 0.187, 0.190, 0.202, 0.195, 0.196, 0.188, 0.188, 0.202, 0.219, 0.210, -0.610, -0.367, -0.428, -0.377, -0.381, -0.594, 0.201, 0.198, 0.206, 0.201, 0.181, 0.195, 0.204, 0.192, 0.192, 0.192, 0.195, 0.205, 0.193, 0.199, -0.601, -0.377, -0.388, -0.395, -0.393, -0.622, 0.191, 0.218, 0.194, 0.185, 0.199, 0.200, 0.179, 0.207, 0.193, 0.187, 0.204, 0.199, 0.221, 0.198],
  "homo_energy_ev": -9.982,
  "e_tot_ha": -710.708665,
  "orbital_gap_ha": 0.39941,
  "total_charge": 0,
  "smiles": "CCCCCC.CCCCCC.CCCCCC",
  "relative_energy_kcal_mol": 139.84,
  "max_force_ev_per_a": 9.54
}